Density functional theory data (ωB97M-V/def2-TZVPD) for C31H36BN7O5S2Ti as an isolated structure.

LUMO (spin up / spin down) (eV): 2.186 / 2.185
DFT total energy (eV): -98866.8876
Multiplicity: 2
Charge: -1
HOMO energy (spin up / spin down) (eV): -2.55 / -4.38
<S²>: 0.768

Last column: Mulliken spin population.
Atoms and positions in Å:
Ti  -0.02  0.04  -0.08  0.0091
N  0.31  -1.17  2.25  -0.0005
C  -0.25  -0.44  3.37  0.0011
C  -0.02  1.03  3.14  0.0006
N  -0.56  1.40  1.83  0.0240
H  -0.13  -2.07  2.13  0.0004
H  1.32  -1.30  2.33  0.0002
H  0.15  -0.75  4.34  0.0001
H  -1.33  -0.63  3.39  0.0002
H  1.06  1.23  3.12  0.0008
H  -0.45  1.62  3.96  -0.0005
H  -0.34  2.34  1.55  -0.0054
H  -1.57  1.27  1.80  -0.0077
O  -1.11  -0.41  -3.74  0.0007
C  -0.33  -0.87  -2.93  -0.0012
O  0.08  -0.20  -1.88  0.0032
C  0.31  -2.21  -3.04  -0.0003
C  0.49  -2.72  -4.33  -0.0003
C  1.11  -3.94  -4.53  0.0001
C  1.53  -4.67  -3.43  -0.0002
C  1.34  -4.18  -2.15  0.0001
C  0.73  -2.94  -1.91  0.0004
S  0.46  -2.47  -0.24  -0.0015
H  0.14  -2.12  -5.15  -0.0001
H  1.26  -4.32  -5.54  0.0000
H  2.02  -5.63  -3.56  0.0000
H  1.66  -4.76  -1.29  0.0001
N  -3.18  2.14  -2.34  0.0111
C  -2.94  1.27  -1.37  -0.0205
N  -1.75  1.48  -0.87  0.0198
C  -1.25  2.50  -1.64  -0.0082
N  -2.10  2.95  -2.54  0.0729
C  0.12  2.89  -1.40  0.1963
C  0.74  3.94  -2.03  -0.0155
N  1.97  4.38  -1.77  0.2747
C  2.56  3.67  -0.74  0.1178
C  1.99  2.60  -0.13  0.0633
N  0.75  2.11  -0.43  0.2899
H  -3.98  2.20  -2.95  0.0012
H  -3.64  0.52  -1.03  0.0023
H  0.18  4.47  -2.80  -0.0104
H  3.55  3.99  -0.43  0.0106
H  2.53  2.09  0.66  -0.0046
C  -6.60  -6.23  2.18  0.0000
C  -7.52  -5.39  3.03  0.0000
O  -7.80  -5.65  4.16  0.0000
S  -8.23  -3.90  2.21  0.0000
C  -6.67  -3.13  1.84  0.0001
C  -6.28  -2.92  0.52  0.0000
C  -5.07  -2.32  0.23  -0.0005
C  -4.20  -1.92  1.25  0.0012
C  -4.60  -2.15  2.58  -0.0002
C  -5.82  -2.73  2.87  0.0000
C  -2.95  -1.31  0.94  -0.0028
C  -1.88  -0.82  0.60  0.0050
H  -6.24  -7.07  2.75  0.0000
H  -5.76  -5.61  1.84  0.0000
H  -7.13  -6.56  1.28  0.0000
H  -6.93  -3.25  -0.28  0.0000
H  -4.77  -2.17  -0.80  0.0001
H  -3.94  -1.85  3.38  0.0000
H  -6.12  -2.89  3.90  0.0000
C  4.93  -1.14  -1.87  -0.0002
C  4.33  -0.44  -0.67  -0.0182
C  5.05  0.88  -0.42  0.0195
O  2.96  -0.14  -0.97  0.0095
B  2.17  -0.35  0.16  -0.0299
O  2.98  -0.88  1.19  -0.0068
C  4.22  -1.33  0.60  0.0028
C  4.06  -2.81  0.28  -0.0003
C  5.33  -1.14  1.62  0.0001
H  5.01  -0.44  -2.70  0.0001
H  4.31  -1.98  -2.19  -0.0001
H  5.94  -1.52  -1.65  -0.0001
H  4.87  1.53  -1.27  -0.0053
H  6.13  0.73  -0.30  -0.0002
H  4.67  1.38  0.47  0.0020
H  3.26  -2.98  -0.44  0.0002
H  3.78  -3.34  1.20  0.0000
H  4.99  -3.23  -0.10  0.0000
H  5.35  -0.12  2.00  0.0001
H  6.30  -1.36  1.17  0.0001
H  5.19  -1.82  2.46  0.0000

Density functional theory data (ωB97M-V/def2-TZVPD) for one molecule with the formula C4H6O2.

SMILES string: C[C@@]1(C=O)CO1
LUMO (eV): 0.584
DFT total energy (eV): -8336.8864
Multiplicity: 1
Charge: 0
HOMO energy (eV): -9.75

Last column: natural (NBO) charge in e.
Atoms and positions in Å:
C  1.32  -0.08  0.65  -0.5918
C  -0.06  -0.14  -0.17  0.0756
C  -1.27  -0.29  0.65  -0.1056
O  -0.58  0.93  0.68  -0.4944
C  -0.29  0.17  -1.68  0.4317
O  -0.86  -0.49  -2.52  -0.4813
H  1.49  0.84  1.27  0.2370
H  1.32  -0.90  1.37  0.2204
H  2.14  -0.13  -0.05  0.2056
H  -2.25  -0.04  0.26  0.2040
H  -1.26  -0.96  1.50  0.1848
H  0.10  1.17  -1.93  0.1139

Density functional theory data (ωB97M-V/def2-TZVPD) for a 2-piece molecular cluster, C4H9O2S overall.

LUMO (eV): 3.612
DFT total energy (eV): -19220.3906
Multiplicity: 1
Charge: -1
HOMO energy (eV): -3.30

Last column: natural (NBO) charge in e.
Atoms and positions in Å:
C  1.97  -0.08  -0.02  0.1348
C  2.37  1.31  0.10  -0.7827
C  0.99  -0.49  0.97  -0.8123
C  -1.90  -0.36  -1.44  -0.8913
O  -1.75  -0.25  1.07  -1.0821
O  -3.09  -2.16  0.22  -1.0469
S  -2.84  -0.69  0.16  1.4745
H  3.44  1.53  0.34  0.2406
H  2.12  1.88  -0.79  0.2414
H  1.96  1.85  0.88  0.1691
H  0.84  0.18  1.93  0.1655
H  1.19  -1.45  1.25  0.2256
H  -0.02  -0.41  0.56  0.3628
H  -1.13  0.41  -1.52  0.1971
H  -1.39  -1.22  -1.76  0.2124
H  -2.76  -0.06  -1.94  0.1915

Density functional theory data (ωB97M-V/def2-TZVPD) for a 2-piece molecular cluster, C3H7N2O2S overall.

LUMO (eV): 3.672
DFT total energy (eV): -21136.9278
Multiplicity: 1
Charge: -1
HOMO energy (eV): -4.10

Last column: natural (NBO) charge in e.
Atoms and positions in Å:
C  2.38  -0.14  0.17  0.8870
C  -2.54  -0.26  -0.10  -0.6662
C  -1.15  0.15  -0.54  0.1450
N  1.66  -0.36  1.32  -0.8805
N  -0.57  -0.51  -1.45  -0.7551
O  2.14  1.01  -0.41  -0.7597
O  3.38  -0.80  -0.19  -0.6801
S  -0.70  1.62  0.22  -0.5333
H  -3.13  -0.14  -0.90  0.2087
H  -2.69  -1.29  0.10  0.1975
H  -2.84  0.33  0.68  0.2104
H  1.15  0.39  1.71  0.4087
H  1.37  -1.35  1.53  0.3949
H  0.29  -0.13  -1.75  0.3320
H  1.24  1.47  -0.39  0.4907

Density functional theory data (ωB97M-V/def2-TZVPD) for an isolated ion of composition C8H11N2O2 and charge +1.

SMILES string: C[N+](C)=COc1cccc[n+]1[O-]
LUMO (spin up / spin down) (eV): -3.695 / -3.695
DFT total energy (eV): -15539.4543
Multiplicity: 1
Charge: +1
HOMO energy (spin up / spin down) (eV): -12.57 / -12.57

Last column: natural (NBO) charge in e.
Atoms and positions in Å:
C  -3.49  0.93  0.38  -0.1855
C  -2.20  1.11  0.76  -0.2100
C  -3.81  -0.17  -0.32  -0.1905
C  -2.85  -1.07  -0.71  0.0296
C  -1.21  0.25  0.31  0.4167
C  1.11  -0.26  0.41  0.5853
C  3.37  -0.94  0.31  -0.4316
C  2.68  1.21  -0.53  -0.4431
N  -1.57  -0.81  -0.47  0.0435
N  2.32  -0.03  0.01  -0.3017
O  0.18  0.65  0.37  -0.4232
O  -0.65  -1.63  -0.99  -0.5779
H  -4.32  1.65  0.57  0.2576
H  -1.94  1.83  1.48  0.2515
H  -4.86  -0.21  -0.64  0.2554
H  -3.00  -2.09  -1.04  0.2621
H  0.85  -1.17  0.84  0.2167
H  4.13  -0.92  -0.37  0.2359
H  3.03  -1.95  0.29  0.2396
H  3.84  -0.88  1.34  0.2372
H  2.58  2.04  0.15  0.2390
H  2.00  1.30  -1.48  0.2518
H  3.80  1.14  -0.66  0.2415

Max |F|
In order: 1.3 2.6 4.2 3.8 3.6
Unit: eV/Å